Molecular formula: C28H80N8O12
Method: DFT, ωB97M-V/def2-TZVPD

Geometry as XYZ:
```
128
Properties=species:S:1:pos:R:3:mulliken_charge:R:1
N -22.1710 -6.4690 -26.4170 0.05
C -22.2560 -6.2660 -27.7020 0.13
N -21.5160 -5.3220 -28.2250 0.52
O -23.2240 -6.8830 -28.4810 -0.80
H -22.8060 -7.1450 -26.0730 0.33
H -21.7360 -5.8360 -25.8080 -0.05
H -21.6800 -5.0790 -29.1980 0.18
H -20.8300 -4.7240 -27.7700 -0.30
N -19.3760 -0.3490 -23.3800 -0.23
C -20.0070 0.7850 -23.5420 0.18
N -21.0590 0.9000 -22.7910 -0.03
O -19.5830 1.6830 -24.5100 -0.83
H -18.6970 -0.6170 -24.0980 0.11
H -19.4470 -0.9740 -22.6130 0.27
H -21.4610 1.8010 -22.9290 0.28
H -21.5350 0.2660 -22.1130 -0.07
N -18.0910 1.3630 -26.7000 -0.07
C -17.5150 0.2080 -26.6490 -0.60
N -16.9420 -0.2110 -27.7430 -0.41
O -17.7230 -0.5570 -25.5050 -0.74
H -18.6110 1.7700 -25.9100 0.54
H -17.5370 2.1370 -27.1620 0.34
H -16.8520 0.3470 -28.6410 0.33
H -16.2070 -0.9800 -27.7020 0.27
N -19.8780 0.9440 -28.4410 -0.22
C -20.2010 -0.1020 -29.1030 0.62
N -19.2800 -0.9340 -29.0880 0.22
O -21.5140 -0.3010 -29.6350 -0.76
H -20.7110 1.5530 -28.2960 -0.45
H -19.1470 1.0160 -27.5400 0.21
H -19.4470 -1.9050 -29.3410 -0.42
H -18.4060 -0.7560 -28.6330 0.15
C -21.9360 3.2440 -28.7980 -1.56
C -22.5550 2.9000 -27.4830 0.81
C -23.7820 1.9600 -27.6400 -1.16
O -21.8250 2.3060 -26.6700 -0.30
H -21.1000 3.9450 -28.6390 0.36
H -22.6340 3.7750 -29.4530 0.42
H -21.5180 2.3990 -29.4390 0.54
H -22.8040 3.8920 -27.0640 0.22
H -23.9780 1.4950 -26.6530 0.25
H -23.5070 1.1180 -28.2770 0.22
H -24.6900 2.4710 -27.9750 0.50
H -22.3360 1.9020 -25.9380 0.13
C -23.0580 -1.7660 -22.6690 0.98
C -22.9700 -1.1720 -21.2730 -1.17
C -21.6750 -1.3400 -20.5660 -0.88
O -23.4360 0.0120 -21.3270 -0.60
H -23.1440 -0.9900 -23.3850 0.30
H -23.9350 -2.4240 -22.7230 0.37
H -22.2000 -2.3310 -22.9570 -0.75
H -23.6740 -1.6250 -20.5720 0.58
H -21.6630 -0.9420 -19.6100 0.46
H -20.7690 -0.9490 -21.1060 -0.03
H -21.4360 -2.4210 -20.5240 0.28
H -24.3940 0.0790 -21.2640 0.42
C -19.5390 -3.8840 -30.3210 -1.78
C -18.3520 -4.5040 -29.5950 0.84
C -17.4350 -3.4520 -29.1000 -0.84
O -18.5770 -5.2030 -28.6110 -0.42
H -19.1080 -3.1040 -31.0290 0.47
H -20.3140 -3.5020 -29.6500 0.50
H -20.0210 -4.5760 -31.0440 0.42
H -17.7460 -5.1940 -30.2660 0.52
H -17.7410 -2.8540 -28.2570 -0.56
H -17.1510 -2.6320 -29.8490 0.29
H -16.6010 -3.9020 -28.6270 0.55
H -18.9570 -6.0440 -28.9230 0.43
C -17.8760 -3.7240 -25.4900 0.70
C -17.0090 -4.0180 -24.2500 -0.23
C -16.5170 -2.8060 -23.5060 -1.07
O -17.4850 -4.7290 -23.3190 -0.62
H -18.5180 -4.5120 -25.9400 -0.02
H -17.2990 -3.5590 -26.4410 0.02
H -18.3870 -2.8530 -25.2460 -0.71
H -16.1030 -4.5850 -24.6250 0.39
H -15.7960 -2.3810 -24.1590 0.38
H -15.9100 -3.0180 -22.6500 0.47
H -17.3710 -2.0870 -23.2890 0.04
H -18.2880 -4.3850 -22.9430 0.22
C -26.5970 -5.3500 -24.7490 -1.69
C -25.1220 -5.0400 -25.0380 1.09
C -24.8310 -4.6070 -26.4940 -1.52
O -24.4970 -4.2240 -24.3360 -0.44
H -27.4150 -4.6580 -24.8850 0.28
H -26.8300 -5.6220 -23.7460 0.44
H -26.8670 -6.2490 -25.3370 0.43
H -24.5420 -5.9130 -24.9440 0.34
H -23.8980 -4.1070 -26.6770 0.07
H -25.5700 -3.8920 -26.7350 0.60
H -24.8770 -5.3980 -27.2600 0.35
H -23.5450 -4.2640 -24.5010 -0.22
C -20.5240 -4.4610 -22.1240 -1.34
C -20.7710 -5.2850 -23.3590 1.15
C -21.5320 -6.5860 -22.9910 -1.67
O -21.4400 -4.8020 -24.3350 0.48
H -19.9590 -4.9780 -21.3220 0.36
H -21.5370 -4.0650 -21.7410 0.32
H -20.0840 -3.4890 -22.4520 0.12
H -19.7360 -5.6230 -23.7310 0.15
H -22.5960 -6.3730 -22.8770 0.23
H -21.0160 -7.1400 -22.1840 0.47
H -21.6240 -7.2760 -23.8440 0.37
H -21.2680 -3.9170 -24.5990 -0.89
C -21.1130 -2.9850 -26.9200 -0.50
C -20.7840 -1.8690 -25.9990 3.57
C -21.9170 -0.8220 -25.9620 0.40
O -20.5600 -2.3110 -24.8480 2.57
H -21.9410 -3.5580 -26.6010 -1.19
H -20.2330 -3.5230 -27.0790 -0.79
H -21.4200 -2.5090 -27.8500 0.62
H -19.9040 -1.3380 -26.4300 -0.42
H -22.0880 -0.3270 -26.9280 0.58
H -21.6540 0.0330 -25.3570 -1.09
H -22.8500 -1.0760 -25.4610 -1.42
H -20.2280 -1.5540 -24.3830 -1.10
C -27.7160 -0.3520 -24.3870 -1.53
C -26.7720 -1.4910 -24.7970 0.99
C -25.6930 -0.9540 -25.7960 -0.63
O -26.1700 -2.0320 -23.8630 -0.45
H -28.4450 -0.6620 -23.5930 0.38
H -28.2860 0.0220 -25.2310 0.37
H -27.1780 0.4230 -23.7560 0.26
H -27.3500 -2.3690 -25.2270 -0.01
H -25.0210 -0.4030 -25.1050 0.01
H -25.8990 -0.1140 -26.5280 0.52
H -25.2550 -1.7200 -26.3630 -0.05
H -25.4980 -2.6420 -24.0620 0.33
```

Highest occupied orbital energy, hartree: -0.3108
ΔE to the lowest compared entry with this formula, charge and spin, kJ/mol: 1348.4
SMILES: NC(N)=O.NC(N)=O.NC(N)=O.NC(N)=O.CC(C)O.CC(C)O.CC(C)O.CC(C)O.CC(C)O.CC(C)O.CC(C)O.CC(C)O
E_LUMO, eV: -0.2



Molecular formula: C28H81BrFNO11S10Ta
Method: DFT, ωB97M-V/def2-TZVPD

Geometry as XYZ:
```
134
Properties=species:S:1:pos:R:3:mulliken_charge:R:1
N -3.4584 3.6762 -3.8100 -0.70
C -2.3463 2.7345 -4.2421 -0.27
C -2.7739 1.1433 -4.0927 -0.03
O -1.6553 0.2131 -4.4573 -0.39
C -3.2272 0.7147 -2.5700 -1.07
Ta -1.4057 0.5999 -1.0745 1.03
C 0.4217 0.5068 0.3443 -0.73
C 1.5225 1.6236 -0.2376 -0.30
F 2.2497 1.1442 -1.4430 -0.28
C -2.6970 -0.8240 0.2155 -0.77
C -2.5979 -0.5880 1.8349 0.32
C -3.9395 0.1112 2.5046 0.03
Br -3.3761 0.9561 4.2392 -0.32
H -3.1069 4.6735 -3.8834 0.25
H -3.6727 3.5241 -2.7807 0.26
H -1.9746 2.9344 -5.3579 0.24
H -1.4072 3.0122 -3.5617 0.11
H -3.6222 0.9614 -4.9107 0.33
H -2.0271 -0.3807 -5.1866 0.29
H -4.0902 1.4031 -2.1342 0.19
H -3.6846 -0.3879 -2.5741 0.32
H -2.0545 2.1319 -0.2042 -0.45
H -0.3682 1.5984 -2.2465 -0.04
H -0.7203 -0.9321 -1.9295 -0.36
H 0.9774 -0.5230 0.3230 0.26
H 0.2183 0.8253 1.4531 0.21
H 0.9122 2.6317 -0.4274 0.25
H 2.3085 1.9002 0.6135 0.29
H -2.5087 -1.9582 -0.1004 0.08
H -3.8337 -0.6174 -0.0810 0.23
H -1.6733 0.0339 2.1932 0.04
H -2.4924 -1.6646 2.3241 -0.10
H -4.3018 0.9865 1.7947 -0.11
H -4.7319 -0.7540 2.6243 0.33
C -2.1505 -5.6279 4.0938 -0.60
S -3.6642 -4.6495 3.9370 0.36
O -3.3701 -3.5090 3.0080 -0.57
C -3.6441 -3.9955 5.6239 -0.89
H -1.9443 -6.1035 3.1319 0.21
H -1.3125 -4.9810 4.3639 0.37
H -2.2899 -6.3994 4.8546 0.19
H -2.7154 -3.4478 5.8014 0.18
H -3.7358 -4.8190 6.3362 0.37
H -4.4926 -3.3183 5.7440 0.35
C 3.4232 2.9118 -3.6275 -0.65
S 4.7220 4.1204 -3.2732 0.46
O 4.2613 5.4461 -3.8030 -0.66
C 5.9271 3.4550 -4.4474 -0.77
H 2.5463 3.1587 -3.0241 0.26
H 3.1555 2.9488 -4.6860 0.19
H 3.7721 1.9108 -3.3631 0.31
H 5.5075 3.4589 -5.4562 0.28
H 6.1962 2.4365 -4.1571 0.34
H 6.8192 4.0847 -4.4238 0.18
C -2.8260 -10.3083 6.6901 -0.91
S -1.5272 -9.0997 7.0444 0.41
O -1.9879 -7.7741 6.5146 -0.58
C -0.3221 -9.7652 5.8702 -0.90
H -3.7030 -10.0614 7.2935 0.31
H -3.0938 -10.2713 5.6316 0.28
H -2.4772 -11.3093 6.9545 0.37
H -0.7418 -9.7612 4.8614 0.28
H -0.0530 -10.7836 6.1605 0.37
H 0.5700 -9.1354 5.8938 0.31
C 0.2939 2.5007 7.7304 -0.89
S -1.0935 1.3647 7.9707 0.53
O -0.8125 0.5646 9.2081 -0.64
C -0.7257 0.3107 6.5468 -0.70
H 0.2847 3.2348 8.5398 0.31
H 1.2372 1.9501 7.7527 0.29
H 0.1831 3.0175 6.7743 0.33
H 0.2796 -0.1069 6.6407 0.38
H -0.8038 0.8972 5.6281 0.19
H -1.4545 -0.5023 6.5190 0.19
C -2.3087 -5.7197 -0.1003 -0.76
S -3.6961 -6.8557 0.1399 0.50
O -3.4150 -7.6558 1.3773 -0.60
C -3.3282 -7.9097 -1.2840 -0.93
H -2.3178 -4.9856 0.7091 0.08
H -1.3653 -6.2703 -0.0780 0.34
H -2.4194 -5.2029 -1.0565 0.42
H -2.3229 -8.3273 -1.1901 0.29
H -3.4063 -7.3232 -2.2026 0.34
H -4.0570 -8.7227 -1.3117 0.32
C -6.6551 3.9745 1.6716 -0.89
S -6.3184 2.5346 0.6292 0.55
O -5.3939 2.9770 -0.4663 -0.51
C -7.9803 2.4172 -0.0765 -1.06
H -5.7325 4.2526 2.1867 0.29
H -6.9919 4.8120 1.0562 0.26
H -7.4183 3.7211 2.4112 0.43
H -8.2368 3.3494 -0.5857 0.31
H -8.7015 2.2136 0.7187 0.36
H -7.9948 1.5956 -0.7961 0.34
C 11.2569 2.1981 -5.1096 -0.99
S 10.8968 2.1906 -3.3366 0.55
O 9.8670 1.1281 -3.0899 -0.59
C 10.0475 3.7880 -3.3078 -0.64
H 11.7610 1.2628 -5.3647 0.32
H 10.3285 2.2754 -5.6802 0.29
H 11.9144 3.0379 -5.3465 0.37
H 9.1924 3.7689 -3.9879 0.00
H 10.7433 4.5772 -3.6022 0.39
H 9.6971 3.9766 -2.2907 0.33
C 3.3533 -0.5783 -8.2206 -0.99
S 2.6341 0.8892 -7.4444 0.41
O 3.6059 1.3745 -6.4099 -0.52
C 1.3080 0.0156 -6.5771 -0.86
H 4.2327 -0.2720 -8.7923 0.32
H 3.6527 -1.2983 -7.4553 0.30
H 2.6236 -1.0302 -8.8965 0.38
H 1.7315 -0.7405 -5.9116 0.33
H 0.6435 -0.4554 -7.3053 0.40
H 0.7421 0.7406 -5.9879 0.22
C 9.1205 -1.2221 1.6664 -0.91
S 10.3823 -1.7700 0.4912 0.49
O 11.6643 -1.9381 1.2517 -0.64
C 10.4891 -0.2081 -0.4158 -0.89
H 8.9202 -2.0380 2.3651 0.32
H 9.4777 -0.3512 2.2208 0.29
H 8.2020 -0.9745 1.1290 0.34
H 10.7631 0.6014 0.2650 0.35
H 9.5270 0.0075 -0.8868 0.36
H 11.2551 -0.3068 -1.1881 0.28
C -5.6209 7.8802 -1.0531 -0.87
S -5.9810 7.8727 0.7199 0.50
O -7.0108 6.8102 0.9666 -0.63
C -6.8304 9.4700 0.7488 -0.99
H -5.1168 6.9448 -1.3082 0.27
H -6.5494 7.9575 -1.6237 0.30
H -4.9634 8.7199 -1.2899 0.36
H -7.6854 9.4510 0.0687 0.30
H -6.1345 10.2593 0.4543 0.38
H -7.1808 9.6586 1.7659 0.32
```

Highest occupied orbital energy, hartree: -0.1745
Charge: -1
E_LUMO, eV: 1.6



Molecular formula: C28H84N6O11
Method: DFT, ωB97M-V/def2-TZVPD

Geometry as XYZ:
```
129
Properties=species:S:1:pos:R:3:mulliken_charge:R:1
O -2.4625 2.0306 -1.2958 0.01
H -2.1734 1.3824 -0.6495 0.31
H -2.8831 1.5839 -2.0342 0.36
H -1.8022 2.6753 -1.5604 0.26
O -3.3043 0.7474 2.7435 -0.25
H -2.6272 0.4544 2.1293 0.28
H -3.8988 1.3686 2.3167 0.40
H -2.9333 1.1747 3.5190 0.42
C 0.4586 -0.4303 0.0820 -0.54
C -0.8590 -0.7573 0.7841 1.41
O -2.0249 0.0486 0.5751 -1.09
H 0.7330 0.6052 -0.1191 -0.08
H 0.4649 -0.9250 -0.8893 0.13
H 1.2714 -0.8528 0.6727 -0.06
H -0.6956 -0.7251 1.8612 -0.85
H -1.2580 -1.7606 0.6347 -0.01
C -1.0489 0.0274 5.1729 -0.82
C -1.0107 1.6043 5.1233 0.01
O -2.1808 2.1634 4.7652 -1.01
H -1.0811 -0.4229 4.1808 -0.04
H -1.7628 -0.4060 5.8735 0.21
H -0.0643 -0.2638 5.5388 0.45
H -0.2315 1.8349 4.3968 -0.16
H -0.5994 2.0545 6.0267 0.40
C -0.1690 3.8110 -4.3338 -1.56
C 0.0364 4.2046 -2.8890 0.62
C -0.8931 5.2772 -2.2365 -0.70
O -2.3213 4.8937 -2.3073 -0.30
C -3.2319 5.7293 -1.6160 -0.87
N 0.1292 2.9621 -2.1097 -0.26
H 0.2620 4.5031 -5.0572 0.41
H -1.2379 3.7621 -4.5419 0.33
H 0.1364 2.8199 -4.6693 0.35
H 1.0421 4.6248 -2.8800 0.51
H -0.7820 6.1830 -2.8326 0.47
H -0.5847 5.4509 -1.2056 0.19
H -3.3063 6.7574 -1.9706 0.32
H -3.0521 5.7631 -0.5415 0.33
H -4.2078 5.2527 -1.7087 0.26
H 0.5940 3.1578 -1.2347 0.01
H 0.7148 2.2218 -2.4691 0.29
C -1.8014 0.5085 -4.1242 -1.30
C -3.1105 -0.2568 -4.0208 0.35
C -2.9119 -1.7584 -4.2850 -0.68
O -2.4041 -2.0915 -5.5890 -0.26
C -3.2919 -1.8277 -6.5909 -0.80
N -3.5435 -0.1185 -2.6558 -0.51
H -1.2740 0.2321 -5.0373 0.38
H -1.0990 0.0148 -3.4527 0.18
H -1.7652 1.5941 -4.0342 0.18
H -3.8160 0.2152 -4.7046 0.50
H -3.9408 -2.1129 -4.3474 0.34
H -2.2340 -2.0985 -3.5021 0.42
H -2.7618 -1.8696 -7.5424 0.27
H -3.8281 -0.8789 -6.5723 0.30
H -4.0324 -2.6150 -6.4501 0.32
H -4.4916 -0.4662 -2.6727 0.31
H -3.1073 -0.7386 -1.9884 0.00
C 7.1951 -2.7414 4.0504 -1.42
C 5.8016 -2.3232 4.6558 0.69
C 4.6830 -2.7064 3.6773 -1.02
O 3.4889 -1.9878 4.0123 -0.22
C 3.0263 -0.9939 3.0305 -0.54
N 5.5936 -2.9908 5.9210 -0.79
H 8.0290 -2.4686 4.6972 0.36
H 7.3544 -2.3945 3.0294 0.36
H 7.2262 -3.8306 4.0249 0.33
H 5.7710 -1.2444 4.8087 0.25
H 4.4840 -3.7781 3.6711 0.39
H 4.9406 -2.4735 2.6441 0.40
H 3.1524 -1.3113 1.9953 0.30
H 3.5685 -0.0558 3.1488 0.31
H 1.9641 -0.8223 3.2044 0.00
H 5.9468 -2.3740 6.6386 0.27
H 4.5974 -2.9942 6.0876 0.28
C 1.1998 5.4952 1.0011 -1.67
C 1.9975 4.3542 1.3919 0.22
C 1.8886 4.1248 2.9392 -0.41
O 2.5872 4.9709 3.7811 -0.39
C 2.2566 4.8408 5.1632 -0.74
N 1.4308 3.2020 0.6496 -0.44
H 0.1585 5.2824 1.2431 0.38
H 1.3390 5.9095 0.0025 0.20
H 1.4349 6.3089 1.6872 0.53
H 2.9655 4.7261 1.0562 0.39
H 2.1823 3.1019 3.1747 0.23
H 0.8378 4.0806 3.2255 0.36
H 2.9502 5.5942 5.5364 0.26
H 2.5641 3.8746 5.5633 0.31
H 1.2089 4.9455 5.4450 0.33
H 0.4797 2.9778 0.9053 0.18
H 1.9952 2.3758 0.7871 0.12
C -4.2270 -3.1636 3.1495 -1.49
C -2.7524 -3.4473 2.7512 1.65
C -1.9676 -4.2123 3.8896 -1.06
O -0.5459 -4.4200 3.6192 -0.44
C 0.2533 -3.2486 3.8730 -0.18
N -2.8501 -4.0303 1.4710 -0.59
H -4.7125 -4.0392 3.5806 0.34
H -4.8087 -2.7654 2.3181 0.38
H -4.3963 -2.4434 3.9500 0.36
H -2.3204 -2.4494 2.6751 -0.59
H -2.4520 -5.1763 4.0451 0.43
H -2.2206 -3.6875 4.8108 0.40
H 1.1606 -3.5130 4.4162 0.27
H -0.2566 -2.6831 4.6529 0.14
H 0.4799 -2.5840 3.0394 -0.02
H -1.9436 -4.0185 1.0258 0.19
H -3.0086 -5.0173 1.6155 0.29
C 1.7726 -3.6208 -7.6212 -1.42
C 1.3969 -2.9697 -6.2627 0.70
C 2.6740 -2.3578 -5.5242 -0.96
O 2.3199 -1.7772 -4.2433 -0.36
C 1.9617 -2.7924 -3.2731 -0.73
N 0.5486 -1.8900 -6.5553 -0.75
H 0.9681 -4.2047 -8.0684 0.36
H 2.6691 -4.1949 -7.3874 0.39
H 2.1164 -2.9009 -8.3640 0.35
H 0.8212 -3.6019 -5.5867 0.29
H 3.1624 -1.6452 -6.1889 0.37
H 3.3801 -3.1230 -5.2020 0.45
H 0.8934 -2.9375 -3.1124 0.17
H 2.4179 -2.3754 -2.3753 0.27
H 2.3178 -3.8124 -3.4180 0.43
H 0.2308 -1.3700 -5.7498 0.17
H -0.3831 -2.1745 -6.8219 0.26
O -3.9032 -2.1369 -0.1028 -0.80
H -3.3123 -1.3905 -0.0029 0.32
H -3.5251 -2.8183 0.4531 0.50
```

Highest occupied orbital energy, hartree: -0.2382
ΔE to the lowest compared entry with this formula, charge and spin, kJ/mol: 324.5
E_LUMO, eV: 0.2



Computed values of total energy (unit: a.u.) for the preceding records, in sequence: -2455.33303 -8709.94821 -2273.01087.